ORCA calculation (ωB97M-V with the def2-TZVPD basis set) on 2 unconnected molecules or ions with the total composition C5H14.

Each line ends with the natural charge from an NBO analysis.
Positions of all 19 atoms, in Å:
C (-0.648, -0.377, 1.793)  -0.64
C (-1.140, 0.132, 0.434)  -0.42
C (-2.653, 0.013, 0.227)  -0.60
H (0.075, -1.158, 1.588)  0.21
H (-0.070, 0.225, 2.567)  0.22
H (-1.392, -0.807, 2.470)  0.21
H (-1.031, 1.204, 0.513)  0.20
H (-0.551, -0.182, -0.435)  0.21
H (-2.917, -0.993, -0.160)  0.20
H (-3.065, 0.192, 1.219)  0.20
H (-3.137, 0.726, -0.522)  0.21
C (1.985, -0.391, -1.768)  -0.61
C (2.194, 0.603, -0.655)  -0.62
H (1.018, -0.270, -2.286)  0.21
H (2.850, -0.329, -2.460)  0.21
H (1.826, -1.395, -1.366)  0.20
H (3.071, 0.540, 0.003)  0.21
H (1.382, 0.712, 0.038)  0.21
H (2.203, 1.556, -1.199)  0.20

charge: 0
E_LUMO: 1.088 eV
E_tot: -198.8544 hartree
SMILES: CCC.CC
frontier orbital gap: 11.920 eV
energy above the lowest of the compared OMol25 structures with the same formula, charge and spin: 91.2 kJ/mol


ORCA calculation (ωB97M-V with the def2-TZVPD basis set) on 2 unconnected molecules or ions with the total composition C5H14.

Each line ends with the natural charge from an NBO analysis.
Positions of all 19 atoms, in Å:
C (-0.677, -1.050, -1.936)  -0.61
C (-0.560, 0.437, -2.167)  -0.40
C (0.663, 1.003, -1.436)  -0.60
H (-1.544, -1.585, -2.328)  0.21
H (-0.729, -1.200, -0.842)  0.19
H (0.165, -1.637, -2.315)  0.20
H (-0.395, 0.556, -3.236)  0.19
H (-1.482, 0.953, -1.906)  0.20
H (0.849, 2.050, -1.678)  0.21
H (0.472, 1.029, -0.371)  0.20
H (1.499, 0.344, -1.668)  0.20
C (0.893, -0.313, 2.237)  -0.61
C (-0.470, 0.125, 2.783)  -0.61
H (1.123, 0.238, 1.332)  0.20
H (1.702, -0.332, 2.961)  0.21
H (0.834, -1.314, 1.784)  0.20
H (-1.261, -0.153, 2.088)  0.20
H (-0.387, 1.199, 2.961)  0.20
H (-0.693, -0.352, 3.737)  0.20

charge: 0
E_LUMO: 1.133 eV
E_tot: -198.8778 hartree
SMILES: CCC.CC
frontier orbital gap: 12.408 eV
energy above the lowest of the compared OMol25 structures with the same formula, charge and spin: 29.9 kJ/mol


ORCA calculation (ωB97M-V with the def2-TZVPD basis set) on 2 unconnected molecules or ions with the total composition C5H14.

Each line ends with the natural charge from an NBO analysis.
Positions of all 19 atoms, in Å:
C (0.095, -0.376, 2.135)  -0.62
C (1.037, -0.929, 1.058)  -0.39
C (1.417, -2.462, 0.966)  -0.62
H (-0.328, 0.515, 1.804)  0.21
H (0.649, -0.302, 3.022)  0.21
H (-0.801, -0.913, 2.103)  0.21
H (0.720, -0.658, -0.007)  0.19
H (2.044, -0.478, 1.185)  0.19
H (1.379, -2.835, 1.984)  0.20
H (0.974, -3.108, 0.243)  0.21
H (2.481, -2.647, 0.565)  0.20
C (-1.896, 2.067, -2.078)  -0.63
C (-0.520, 1.464, -1.663)  -0.62
H (-2.104, 3.208, -1.708)  0.20
H (-1.807, 2.165, -3.230)  0.22
H (-2.826, 1.535, -1.633)  0.22
H (0.308, 1.627, -2.387)  0.21
H (-0.663, 0.427, -1.719)  0.20
H (-0.160, 1.701, -0.641)  0.21

charge: 0
E_LUMO: 1.033 eV
E_tot: -198.8286 hartree
SMILES: CCC.CC
frontier orbital gap: 12.019 eV
energy above the lowest of the compared OMol25 structures with the same formula, charge and spin: 158.9 kJ/mol


ORCA calculation (ωB97M-V with the def2-TZVPD basis set) on 2 unconnected molecules or ions with the total composition C5H14.

Each line ends with the natural charge from an NBO analysis.
Positions of all 19 atoms, in Å:
C (-0.415, 1.536, -1.651)  -0.36
C (-1.654, 0.729, -1.216)  -0.65
C (0.897, 0.976, -0.977)  -0.60
H (-0.270, 1.691, -2.947)  0.32
H (-0.378, 2.527, -1.180)  0.27
H (-1.633, -0.312, -1.537)  0.23
H (-2.593, 1.014, -1.680)  0.25
H (0.998, -0.075, -0.879)  0.22
H (1.784, 1.364, -1.650)  0.25
H (-1.884, 1.032, -0.216)  0.25
H (0.904, 1.322, -0.004)  0.25
C (1.062, -1.040, 2.171)  -0.61
C (0.127, -2.001, 1.465)  -0.54
H (0.471, -0.112, 2.078)  0.28
H (1.222, -1.146, 3.264)  0.31
H (1.909, -0.796, 1.527)  0.24
H (0.268, -1.901, 0.197)  0.29
H (-0.895, -1.688, 1.757)  0.25
H (0.082, -3.122, 1.479)  0.34

charge: +1
E_LUMO (spin up / spin down): -2.793 / -11.325 eV
E_tot: -198.3918 hartree
⟨S²⟩: 0.754
frontier orbital gap (spin up / spin down): 12.999 / 3.339 eV
energy above the lowest of the compared OMol25 structures with the same formula, charge and spin: 249.9 kJ/mol
spin multiplicity: 2


ORCA calculation (ωB97M-V with the def2-TZVPD basis set) on a molecular structure, C5H14AgBrNO2.

Each line ends with the natural charge from an NBO analysis.
Positions of all 24 atoms, in Å:
Ag (-0.623, 0.619, 1.536)  0.81
C (-3.579, 0.141, 0.592)  -0.21
O (-3.042, 1.145, 1.383)  -1.00
H (-4.407, -0.415, 1.063)  0.11
H (-4.042, 0.552, -0.332)  0.08
H (-2.832, -0.575, 0.205)  0.09
Br (-0.634, -1.032, 3.906)  -0.91
C (2.672, 0.788, 0.205)  -0.63
C (1.548, 0.978, -0.812)  -0.07
C (0.837, -0.302, -1.242)  -0.06
O (0.362, -0.953, -0.090)  -0.54
C (0.055, -2.300, -0.264)  -0.27
N (0.554, 1.838, -0.180)  -0.86
H (3.550, 0.290, -0.219)  0.21
H (2.363, 0.385, 1.167)  0.25
H (3.178, 1.737, 0.428)  0.20
H (1.972, 1.511, -1.673)  0.17
H (1.534, -0.881, -1.856)  0.17
H (-0.014, -0.039, -1.883)  0.17
H (-0.503, -2.397, -1.209)  0.15
H (-0.537, -2.796, 0.508)  0.23
H (0.719, -3.171, -0.421)  0.17
H (1.028, 2.716, 0.025)  0.36
H (-0.156, 2.158, -0.836)  0.38

charge: -1
E_LUMO: 2.685 eV
E_tot: -3125.1053 hartree
frontier orbital gap: 5.687 eV
energy above the lowest of the compared OMol25 structures with the same formula, charge and spin: 56.1 kJ/mol


ORCA calculation (ωB97M-V with the def2-TZVPD basis set) on a molecular structure, C5H14Br6N6O3.

Each line ends with the natural charge from an NBO analysis.
Positions of all 34 atoms, in Å:
C (6.391, -18.516, 10.980)  -0.49
Br (7.150, -17.922, 9.334)  0.10
Br (4.455, -18.667, 10.784)  0.06
Br (6.804, -17.298, 12.411)  0.09
H (6.713, -19.501, 11.296)  0.26
C (6.824, -22.367, 8.229)  -0.49
Br (5.764, -21.821, 9.759)  0.06
Br (6.378, -24.162, 7.707)  0.09
Br (8.730, -22.206, 8.563)  0.07
H (6.583, -21.665, 7.441)  0.26
C (9.141, -21.427, 13.348)  0.77
O (10.180, -22.065, 13.279)  -0.68
N (7.991, -21.838, 12.731)  -0.88
N (9.049, -20.244, 14.008)  -0.86
H (7.976, -22.783, 12.388)  0.39
H (7.088, -21.552, 13.092)  0.42
H (9.848, -19.965, 14.543)  0.40
H (8.216, -19.686, 13.965)  0.39
C (7.445, -20.237, 5.387)  0.78
O (6.461, -20.949, 5.503)  -0.67
N (7.871, -19.367, 6.346)  -0.86
N (8.166, -20.188, 4.220)  -0.84
H (7.282, -19.241, 7.150)  0.41
H (8.840, -19.129, 6.458)  0.39
H (9.044, -19.706, 4.257)  0.38
H (7.916, -20.783, 3.455)  0.41
C (4.429, -21.242, 13.704)  0.80
O (5.508, -21.068, 13.153)  -0.71
N (4.232, -22.051, 14.792)  -0.84
N (3.295, -20.623, 13.261)  -0.84
H (4.918, -22.779, 14.878)  0.41
H (3.382, -22.043, 15.320)  0.40
H (3.434, -19.833, 12.654)  0.41
H (2.418, -20.836, 13.699)  0.39

charge: 0
E_LUMO: -0.148 eV
E_tot: -16197.3620 hartree
frontier orbital gap: 8.953 eV
energy above the lowest of the compared OMol25 structures with the same formula, charge and spin: 0.0 kJ/mol


ORCA calculation (ωB97M-V with the def2-TZVPD basis set) on a molecular structure, C5H14F2I2NO2P2Sr.

Each line ends with the Mulliken charge.
Positions of all 29 atoms, in Å:
C (-2.568, 1.415, 2.059)  -1.31
C (-1.450, 1.385, 1.027)  0.38
I (-1.973, 2.854, -0.426)  0.24
C (-1.292, 0.064, 0.277)  -2.39
I (-1.894, -1.704, 1.525)  0.01
P (0.436, -0.248, -0.697)  0.83
N (-0.151, -1.893, -1.111)  -0.62
F (0.833, 1.331, -0.254)  -0.60
C (1.269, -0.856, 0.904)  -0.02
C (2.770, -0.718, 0.991)  -1.66
F (0.717, -0.148, 2.003)  -0.33
P (2.238, -0.467, -2.083)  0.24
O (1.410, -0.941, -3.414)  -0.44
O (2.626, 1.077, -2.422)  -0.40
H (-2.827, 2.450, 2.271)  0.51
H (-3.459, 0.987, 1.623)  0.05
H (-2.287, 0.956, 3.002)  0.41
H (-0.543, 1.661, 1.546)  0.48
H (-2.060, 0.085, -0.503)  1.23
H (-0.314, 0.340, -1.825)  0.03
H (-0.811, -1.863, -1.874)  0.22
H (0.595, -2.523, -1.373)  0.26
H (1.029, -1.910, 1.042)  0.45
H (3.012, -0.772, 2.054)  0.43
H (3.281, -1.541, 0.509)  0.43
H (3.121, 0.246, 0.636)  0.36
H (0.660, -0.362, -3.609)  0.33
H (1.897, 1.560, -2.821)  0.34
Sr (-4.264, -0.467, 0.943)  1.55

charge: +1
E_LUMO: -5.475 eV
E_tot: -1912.3576 hartree
frontier orbital gap: 3.972 eV


ORCA calculation (ωB97M-V with the def2-TZVPD basis set) on a molecular structure, C5H14INSi.

Each line ends with the natural charge from an NBO analysis.
Positions of all 22 atoms, in Å:
C (1.718, -0.645, -0.231)  -0.72
C (-0.426, -0.526, -1.672)  -0.67
C (0.895, 1.518, -1.107)  -0.65
C (-1.600, 1.061, 0.933)  -0.45
C (0.508, 0.063, -0.599)  0.25
N (-0.349, 0.318, 1.007)  -0.94
Si (-0.471, -1.087, 2.017)  1.14
I (-1.230, -3.261, 0.955)  -0.33
H (2.712, -0.721, -0.809)  0.25
H (2.140, -0.271, 0.702)  0.24
H (1.606, -1.639, 0.075)  0.23
H (-1.210, 0.224, -1.973)  0.22
H (-1.117, -1.374, -1.497)  0.25
H (0.359, -0.777, -2.433)  0.23
H (1.659, 1.448, -1.927)  0.22
H (0.092, 1.913, -1.683)  0.21
H (1.252, 2.257, -0.273)  0.24
H (-2.547, 0.558, 1.374)  0.20
H (-1.380, 1.994, 1.460)  0.20
H (-1.870, 1.553, -0.041)  0.21
H (0.837, -1.473, 2.759)  -0.16
H (-1.580, -1.137, 2.963)  -0.17

charge: 0
E_LUMO: 0.718 eV
E_tot: -840.7979 hartree
frontier orbital gap: 9.666 eV
energy above the lowest of the compared OMol25 structures with the same formula, charge and spin: 96.1 kJ/mol


ORCA calculation (ωB97M-V with the def2-TZVPD basis set) on 3 unconnected molecules or ions with the total composition C5H14N.

Each line ends with the natural charge from an NBO analysis.
Positions of all 20 atoms, in Å:
C (-1.485, -0.996, -2.106)  -0.60
C (-0.966, -0.127, -0.939)  -0.15
C (0.039, 1.113, -1.163)  -0.39
C (0.703, 1.790, 0.122)  -0.41
C (1.052, 0.731, 1.195)  -0.64
N (-2.024, 0.600, -0.223)  -0.44
H (-2.365, -0.564, -2.608)  0.21
H (-2.026, -1.844, -1.718)  0.21
H (-0.639, -1.264, -2.744)  0.23
H (-0.555, -1.107, -0.592)  0.20
H (0.898, 0.925, -1.845)  0.19
H (-0.643, 1.859, -1.530)  0.21
H (1.352, 2.591, -0.281)  0.22
H (-0.290, 2.159, 0.454)  0.21
H (0.106, 0.546, 1.640)  0.22
H (1.726, -0.013, 0.704)  0.21
H (1.867, 1.091, 1.905)  0.21
H (2.457, -3.934, 4.776)  0.00
H (-2.515, 0.103, 0.558)  0.31
H (3.309, -3.660, 4.397)  0.00

charge: 0
E_LUMO (spin up / spin down): 1.086 / -0.487 eV
E_tot: -253.4463 hartree
⟨S²⟩: 0.754
frontier orbital gap (spin up / spin down): 10.807 / 9.305 eV
energy above the lowest of the compared OMol25 structures with the same formula, charge and spin: 362.4 kJ/mol
spin multiplicity: 2


ORCA calculation (ωB97M-V with the def2-TZVPD basis set) on a gas-phase ion, C5H14N2 (charge -1).

Each line ends with the natural charge from an NBO analysis.
Positions of all 21 atoms, in Å:
C (1.813, 0.188, -0.586)  -0.41
C (1.091, 0.990, 0.440)  -0.41
C (0.127, 0.056, 1.108)  -0.43
C (-0.800, -0.718, 0.141)  -0.59
C (-1.778, 0.170, -0.737)  -0.49
N (-2.752, 0.696, 0.216)  -0.86
N (2.485, -1.016, -0.086)  -0.95
H (1.063, -0.183, -1.369)  0.17
H (2.520, 0.959, -1.111)  0.17
H (0.550, 1.821, -0.113)  0.18
H (1.778, 1.434, 1.133)  0.19
H (-0.476, 0.609, 1.828)  0.20
H (0.871, -0.581, 1.628)  0.21
H (-0.283, -1.346, -0.586)  0.18
H (-1.355, -1.472, 0.797)  0.19
H (-1.410, 0.931, -1.247)  0.17
H (-2.316, -0.522, -1.474)  0.12
H (-3.088, -0.049, 0.793)  0.33
H (-3.578, 0.996, -0.262)  0.33
H (2.028, -1.856, -0.361)  0.34
H (3.509, -1.107, -0.150)  0.36

charge: -1
E_LUMO (spin up / spin down): 4.161 / 4.231 eV
E_tot: -308.3155 hartree
⟨S²⟩: 0.750
frontier orbital gap (spin up / spin down): 2.742 / 9.569 eV
energy above the lowest of the compared OMol25 structures with the same formula, charge and spin: 124.8 kJ/mol
spin multiplicity: 2


Maximum force? In order: 0.040 0.031 0.059 0.116 0.063 0.026 0.079 0.078 0.090 0.134 hartree/bohr.